(1)
Density functional theory data (ωB97M-V with the def2-TZVPD basis set) for C24H51N6O5Sn as an isolated structure.

Summary:
Charge   +1
Highest occupied orbital energy   -10.010 eV
ΔE to the lowest compared entry with this formula, charge and spin   0.0000 eV

Geometry (Å):
Sn  -0.7984  0.7016  -0.2599
C  1.3376  3.9661  -1.5502
C  2.2334  2.9066  -0.9090
N  1.6750  2.3095  0.3085
C  1.5719  3.2405  1.4309
C  1.0645  2.5514  2.7055
N  0.1380  1.4555  2.4055
C  -0.8449  1.1460  3.4476
C  -2.0418  2.0940  3.4375
C  -2.9892  1.9249  2.2479
N  -2.4200  2.3100  0.9433
C  -2.0195  3.7115  0.8586
C  -1.6908  4.0997  -0.5806
N  -1.0103  3.0184  -1.3148
C  0.0686  3.4576  -2.2318
H  1.9330  4.4538  -2.3242
H  1.0885  4.7435  -0.8227
H  3.2125  3.3649  -0.7133
H  2.3787  2.0953  -1.6268
H  2.2841  1.5419  0.5768
H  0.8701  4.0261  1.1484
H  2.5327  3.7311  1.6434
H  0.5441  3.2927  3.3136
H  1.9153  2.2034  3.3032
H  0.6836  0.6245  2.2236
H  -0.3943  1.1439  4.4497
H  -1.2136  0.1340  3.2500
H  -1.7009  3.1308  3.5074
H  -2.6286  1.8967  4.3367
H  -3.8979  2.5024  2.4498
H  -3.2750  0.8719  2.1748
H  -3.1362  2.1237  0.2406
H  -1.1401  3.8435  1.4885
H  -2.8035  4.3833  1.2309
H  -1.0483  4.9793  -0.5550
H  -2.6045  4.3909  -1.1037
H  -1.7081  2.5554  -1.8943
H  -0.3058  4.2484  -2.8902
H  0.3269  2.5955  -2.8503
C  -3.4564  -0.5965  -3.1940
C  -3.5980  -0.4938  -1.6769
C  -3.5095  -1.8887  -1.0562
C  -4.9422  0.1410  -1.3268
O  -2.5670  0.3147  -1.1697
H  -4.2583  -1.2002  -3.6242
H  -2.4956  -1.0553  -3.4435
H  -3.4902  0.4002  -3.6411
H  -4.2991  -2.5422  -1.4337
H  -3.6026  -1.8160  0.0316
H  -2.5370  -2.3309  -1.2880
H  -5.7719  -0.4532  -1.7162
H  -5.0052  1.1455  -1.7548
H  -5.0493  0.2155  -0.2403
O  0.1427  -2.0305  -2.1196
C  0.8709  -1.1138  -2.7270
O  0.8048  0.0674  -2.4469
C  1.8330  -1.6629  -3.7859
N  1.6998  -3.1300  -3.8299
C  2.9757  -3.7458  -3.3919
C  3.6392  -2.6490  -2.5689
C  3.2834  -1.3871  -3.3589
H  1.5782  -1.1841  -4.7300
H  1.4041  -3.4695  -4.7328
H  0.4251  -2.8753  -2.5599
H  3.6053  -4.0059  -4.2463
H  2.7822  -4.6542  -2.8240
H  4.7126  -2.8013  -2.4707
H  3.2047  -2.6018  -1.5662
H  3.9211  -1.2983  -4.2390
H  3.3582  -0.4698  -2.7780
O  2.4413  -1.4426  1.5557
C  1.2253  -1.8295  1.9281
O  0.2322  -1.5521  1.2942
C  1.1972  -2.6269  3.2424
N  2.5794  -2.9995  3.5857
C  2.7721  -4.4414  3.2608
C  1.5252  -4.8437  2.4674
C  0.4360  -3.9375  3.0460
H  0.7444  -1.9758  3.9904
H  2.8019  -2.8048  4.5495
H  3.0263  -1.8667  2.2384
H  2.8486  -5.0335  4.1738
H  3.6894  -4.5815  2.6920
H  1.3053  -5.9028  2.5866
H  1.6556  -4.6373  1.4023
H  0.0956  -4.3186  4.0096
H  -0.4212  -3.8040  2.3907

=====

(2)
Density functional theory data (ωB97M-V with the def2-TZVPD basis set) for a 2-piece molecular cluster, C24H51NO7P2 overall in a non-equilibrium geometry.

Summary:
Charge   0
Highest occupied orbital energy   -8.618 eV
ΔE to the lowest compared entry with this formula, charge and spin   0.0000 eV
SMILES string   CCCCCCCCCCCCC[C@H](OC(=O)N=C(C)C)[PH2]=O.CCOP(=O)(OCC)OCC

Geometry (Å):
C  -0.1959  -0.6228  1.8653
C  -0.0507  -0.2061  3.3521
C  0.5105  1.2111  3.4975
C  -0.5337  2.3175  3.3616
C  -0.8673  2.7115  1.9180
C  -1.3830  4.1753  1.8574
C  -0.3370  5.1224  1.2622
C  -0.2863  4.9265  -0.2656
C  0.5498  5.9781  -0.9938
C  2.0620  5.8105  -0.8295
C  2.5280  4.3593  -1.0525
C  3.9780  4.3436  -1.5580
C  4.4172  3.0625  -2.3097
C  3.7555  1.7518  -1.8912
O  2.4216  1.5609  -2.3496
C  2.3046  1.5911  -3.7146
O  2.9879  0.9320  -4.4348
N  1.3147  2.4496  -4.1739
C  0.0953  2.0205  -4.1274
C  -0.7372  2.0084  -2.8856
C  -0.5301  1.4861  -5.3893
P  3.8173  1.4307  -0.0755
O  2.4983  1.3344  0.5901
H  0.2887  0.1192  1.2307
H  0.2511  -1.5905  1.6483
H  -1.2475  -0.6024  1.5733
H  0.6085  -0.9202  3.8446
H  -1.0344  -0.2642  3.8188
H  0.8967  1.2797  4.5219
H  1.3729  1.3687  2.8501
H  -1.4646  2.0722  3.8780
H  -0.1268  3.2048  3.8547
H  0.0250  2.6590  1.2901
H  -1.6030  2.0425  1.4692
H  -1.5635  4.5111  2.8820
H  -2.3340  4.2422  1.3274
H  0.6482  4.8865  1.6703
H  -0.6338  6.1582  1.4333
H  0.0221  3.9053  -0.4862
H  -1.3236  5.0064  -0.6070
H  0.2515  6.9599  -0.6158
H  0.2627  5.9638  -2.0488
H  2.3781  6.1626  0.1558
H  2.5452  6.4797  -1.5455
H  1.8477  3.9221  -1.7809
H  2.4607  3.8449  -0.0940
H  4.0633  5.1674  -2.2685
H  4.6465  4.5994  -0.7344
H  5.4832  2.9264  -2.1044
H  4.3375  3.2481  -3.3797
H  4.3614  0.9497  -2.3328
H  -0.1515  2.3157  -2.0256
H  -1.0744  0.9821  -2.7079
H  -1.6344  2.6169  -3.0048
H  -1.2319  0.6799  -5.1885
H  -1.0109  2.3130  -5.9173
H  0.2902  1.1314  -6.0089
H  4.6172  2.4839  0.4134
H  4.5732  0.2590  0.1184
O  -3.7779  -7.0322  1.1870
P  -2.7164  -6.0156  1.3065
O  -1.2947  -6.7364  0.9734
C  -1.1946  -7.7478  -0.0283
C  -1.1187  -7.1964  -1.4380
O  -2.5782  -5.7389  2.8920
C  -3.4146  -6.4079  3.8345
C  -2.8374  -7.7485  4.2465
O  -2.3395  -4.4970  1.0079
C  -1.7067  -4.0243  -0.1799
C  -2.6676  -3.9204  -1.3511
H  -2.0237  -8.4528  0.0553
H  -0.2795  -8.2992  0.1910
H  -2.0031  -6.6035  -1.6761
H  -1.0550  -8.0132  -2.1578
H  -0.2386  -6.5655  -1.5701
H  -4.4242  -6.5174  3.4411
H  -3.4844  -5.7542  4.7050
H  -2.4895  -8.3195  3.3864
H  -3.5842  -8.3387  4.7792
H  -1.9787  -7.6080  4.9051
H  -0.8226  -4.6165  -0.4141
H  -1.3382  -3.0267  0.0616
H  -3.2801  -4.8185  -1.4497
H  -2.1196  -3.7592  -2.2798
H  -3.3491  -3.0810  -1.2101

=====

(3)
Density functional theory data (ωB97M-V with the def2-TZVPD basis set) for a 4-piece molecular cluster, C24H52BO16P3 overall in a non-equilibrium geometry.

Summary:
Charge   0
Highest occupied orbital energy   -10.195 eV
ΔE to the lowest compared entry with this formula, charge and spin   0.0000 eV
SMILES string   CCB(O)C1=CC(=O)OC1=O.CCOP(=O)(OCC)OCC.CCOP(=O)(OCC)OCC.CCOP(=O)(OCC)OCC

Geometry (Å):
C  2.6865  -2.7459  4.8764
C  2.7502  -1.6487  3.7865
B  1.4750  -0.7612  3.6643
O  1.6042  0.6050  3.4390
C  -0.0015  -1.3151  3.7790
C  -0.8632  -0.9288  4.7175
C  -2.1645  -1.6302  4.5007
O  -3.1763  -1.5331  5.1194
O  -2.0159  -2.4287  3.3873
C  -0.7224  -2.2964  2.9111
O  -0.3448  -2.8765  1.9473
H  2.1019  -3.5909  4.5097
H  3.6907  -3.0671  5.1445
H  2.1897  -2.3451  5.7620
H  3.5661  -0.9645  4.0502
H  3.0413  -2.0621  2.8143
H  1.3478  0.7713  2.5229
H  -0.6902  -0.2042  5.4977
O  -7.4629  -1.6200  1.4166
P  -7.3008  -3.0758  1.3159
O  -6.1084  -3.4597  0.3278
C  -4.7726  -3.0528  0.6643
C  -4.1939  -3.8316  1.8293
O  -8.5460  -3.6121  0.4380
C  -9.5812  -2.7320  0.0042
C  -9.2809  -2.1469  -1.3617
O  -7.2845  -4.3353  2.2940
C  -7.6605  -4.1594  3.6787
C  -9.0813  -3.6542  3.8282
H  -4.7627  -1.9795  0.8734
H  -4.1728  -3.2214  -0.2288
H  -4.6996  -3.5796  2.7644
H  -3.1434  -3.6083  1.9490
H  -4.3145  -4.9039  1.6701
H  -9.7489  -1.9442  0.7388
H  -10.4942  -3.3285  -0.0387
H  -8.2575  -1.7762  -1.4143
H  -9.9642  -1.3273  -1.5885
H  -9.3894  -2.9084  -2.1355
H  -6.9586  -3.4743  4.1610
H  -7.5477  -5.1319  4.1532
H  -9.1937  -2.6523  3.4074
H  -9.3576  -3.6109  4.8819
H  -9.7779  -4.3106  3.3062
O  4.9724  5.4209  1.2855
P  5.4695  4.1180  1.7434
O  6.8836  3.7752  1.0845
C  8.0101  4.6157  1.3657
C  8.5212  4.4549  2.7853
O  4.5647  2.9992  1.0118
C  3.4566  3.3565  0.1885
C  3.8563  3.5057  -1.2647
O  5.5834  3.3037  3.1096
C  4.9152  3.8019  4.2913
C  3.4179  3.9104  4.0889
H  7.7484  5.6576  1.1641
H  8.7847  4.3260  0.6576
H  7.8103  4.8578  3.5100
H  9.4638  4.9875  2.9132
H  8.6698  3.4022  3.0248
H  2.9802  4.2641  0.5602
H  2.7266  2.5498  0.2879
H  4.7600  4.1051  -1.3724
H  3.0546  3.9737  -1.8376
H  4.0653  2.5281  -1.7023
H  5.3346  4.7726  4.5681
H  5.1481  3.1049  5.0934
H  3.1720  4.6526  3.3255
H  2.9289  4.2076  5.0169
H  3.0066  2.9541  3.7641
O  2.4572  -0.6504  -5.2647
P  1.6798  0.3778  -5.9668
O  2.2925  1.8329  -5.7223
C  3.6178  2.1246  -6.1845
C  3.6998  2.2372  -7.6953
O  0.2988  0.5458  -5.1496
C  -0.0111  -0.2930  -4.0381
C  0.4739  0.3150  -2.7376
O  1.0081  0.5841  -7.3982
C  0.9376  -0.5326  -8.3142
C  0.1396  -1.6895  -7.7482
H  4.3097  1.3635  -5.8146
H  3.8933  3.0730  -5.7261
H  3.5519  1.2663  -8.1734
H  4.6790  2.6100  -7.9965
H  2.9294  2.9081  -8.0745
H  0.4017  -1.2918  -4.1804
H  -1.0969  -0.3974  -4.0208
H  1.4993  0.6741  -2.8266
H  0.4246  -0.4134  -1.9263
H  -0.1442  1.1732  -2.4674
H  1.9497  -0.8560  -8.5707
H  0.4739  -0.1552  -9.2229
H  0.6262  -2.1160  -6.8679
H  0.0382  -2.4786  -8.4933
H  -0.8540  -1.3577  -7.4468

=====

(4)
Density functional theory data (ωB97M-V with the def2-TZVPD basis set) for a 5-piece molecular cluster, C24H52BrO14PSi overall.

Summary:
Charge   0
Highest occupied orbital energy   -8.736 eV
SMILES string   CCCCCCCCC[Si@H]([C@@H](Br)CC)P(O)O.COC(=O)OC.COC(=O)OC.COC(=O)OC.COC(=O)OC

Geometry (Å):
C  7.2176  0.3462  1.1467
C  6.8951  0.7087  -0.2992
C  5.4426  1.1864  -0.4881
C  5.2690  2.6746  -0.8522
C  4.2189  3.3790  0.0092
C  2.7930  3.1536  -0.4890
C  1.7419  3.3830  0.5928
C  0.3171  3.5100  0.0579
C  -0.2888  2.1397  -0.3356
Si  -1.9954  1.7809  0.3426
C  -3.1713  0.7951  -0.7909
Br  -2.3683  0.3457  -2.5145
C  -3.7161  -0.4595  -0.1116
C  -2.6764  -1.5571  0.1477
P  -3.2225  3.6398  0.8088
O  -2.4681  4.0379  2.2394
O  -4.5892  2.8622  1.3383
H  8.2575  0.0393  1.2679
H  6.5770  -0.4722  1.4853
H  7.0334  1.1948  1.8115
H  7.5830  1.4877  -0.6409
H  7.0825  -0.1630  -0.9309
H  4.8960  1.0088  0.4451
H  4.9559  0.5691  -1.2470
H  4.9700  2.7533  -1.9026
H  6.2246  3.1991  -0.7707
H  4.4251  4.4519  0.0675
H  4.2862  2.9977  1.0356
H  2.7184  2.1293  -0.8752
H  2.5808  3.8235  -1.3299
H  2.0090  4.2744  1.1707
H  1.7727  2.5426  1.2975
H  -0.2951  4.0252  0.8017
H  0.3250  4.1560  -0.8253
H  -0.3059  2.0208  -1.4208
H  0.3653  1.3387  0.0303
H  -1.8642  0.9669  1.5820
H  -4.0126  1.4360  -1.0577
H  -4.5371  -0.8537  -0.7158
H  -4.1565  -0.1372  0.8387
H  -2.7786  -1.9683  1.1520
H  -1.6562  -1.1778  0.0461
H  -2.7853  -2.3813  -0.5566
H  -2.6649  4.9585  2.4718
H  -4.4100  2.1862  2.0080
C  2.7401  -4.1624  3.5078
O  3.2881  -3.2844  2.5166
C  2.4392  -2.3535  2.0806
O  1.3083  -2.1989  2.4594
O  3.0542  -1.6382  1.1404
C  2.2409  -0.6176  0.5523
H  3.5356  -4.8616  3.7452
H  2.4484  -3.6023  4.3939
H  1.8743  -4.6902  3.1119
H  1.9187  0.0961  1.3099
H  1.3674  -1.0509  0.0678
H  2.8743  -0.1266  -0.1791
C  -5.2362  1.6449  -4.6081
O  -5.8266  1.9943  -5.8669
C  -4.9652  2.4729  -6.7607
O  -3.7835  2.6266  -6.5926
O  -5.6335  2.7522  -7.8803
C  -4.8195  3.2769  -8.9341
H  -6.0552  1.2760  -3.9982
H  -4.4810  0.8734  -4.7367
H  -4.7790  2.5182  -4.1460
H  -4.0493  2.5609  -9.2146
H  -4.3483  4.2081  -8.6254
H  -5.4976  3.4506  -9.7636
C  3.2782  -5.3564  -0.3844
O  2.0990  -6.1668  -0.4561
C  1.1752  -5.7093  -1.2993
O  1.2612  -4.7090  -1.9631
O  0.1342  -6.5398  -1.2737
C  -0.9454  -6.1551  -2.1325
H  3.9183  -5.8362  0.3494
H  3.7750  -5.3134  -1.3517
H  3.0296  -4.3478  -0.0605
H  -0.6146  -6.1194  -3.1686
H  -1.3324  -5.1795  -1.8447
H  -1.7046  -6.9195  -2.0014
C  -3.3632  -2.7894  6.6243
O  -2.8418  -1.4580  6.5393
C  -3.2992  -0.7557  5.5070
O  -4.0904  -1.1418  4.6849
O  -2.7307  0.4495  5.5304
C  -3.1567  1.3097  4.4705
H  -2.9014  -3.2238  7.5050
H  -4.4459  -2.7685  6.7314
H  -3.0993  -3.3586  5.7352
H  -4.2257  1.5076  4.5498
H  -2.9346  0.8531  3.5070
H  -2.5941  2.2309  4.5818

=====

(5)
Density functional theory data (ωB97M-V with the def2-TZVPD basis set) for C24H52I4N3O9P2 as an isolated structure in a non-equilibrium geometry.

Summary:
Charge   +1
Highest occupied orbital energy   -11.590 eV
ΔE to the lowest compared entry with this formula, charge and spin   2.9553 eV

Geometry (Å):
C  5.1207  1.0024  2.2967
O  6.2980  0.5624  1.6639
C  6.3444  0.9823  0.2975
C  7.2352  -0.0023  -0.4654
C  6.4380  -1.0665  -1.2438
C  5.3035  -1.6170  -0.3802
C  4.6339  -2.8739  -0.9598
C  3.7261  -3.4957  0.1164
C  2.3046  -3.8065  -0.3848
C  1.6085  -4.7000  0.6598
C  0.1288  -4.9671  0.3423
C  -0.6244  -3.6612  0.1315
N  -0.4966  -2.7685  1.2798
C  -1.1804  -1.6570  1.4106
N  -2.0691  -1.1918  0.4894
C  -1.4117  -0.0517  -0.2000
I  -2.5696  0.5078  -1.8873
C  -1.2562  1.0438  0.8723
I  -3.2593  1.6166  1.5257
C  -0.5474  0.5249  2.1332
C  0.9901  0.6663  2.1574
I  1.5866  0.5075  4.2495
C  1.5626  1.9884  1.6426
C  1.7980  2.0217  0.1189
I  0.5122  3.7267  2.3657
N  -0.9738  -0.8604  2.4983
H  4.2731  0.3287  2.0958
H  5.2628  1.0966  3.3697
H  4.8332  1.9800  1.8873
H  5.3406  1.0542  -0.1307
H  6.7738  1.9896  0.3020
H  7.8281  0.5935  -1.1603
H  7.8880  -0.4638  0.2723
H  6.0029  -0.6388  -2.1476
H  7.1208  -1.8846  -1.4694
H  4.4952  -0.8991  -0.2151
H  5.6858  -1.8978  0.6039
H  5.4077  -3.6058  -1.1978
H  4.0904  -2.6574  -1.8804
H  4.1167  -4.4341  0.5103
H  3.6093  -2.8046  0.9564
H  2.3370  -4.3534  -1.3282
H  1.7632  -2.8665  -0.5163
H  2.1434  -5.6487  0.6336
H  1.7396  -4.2670  1.6560
H  -0.3176  -5.4985  1.1874
H  -0.0041  -5.6076  -0.5261
H  -0.2827  -3.1981  -0.7950
H  -1.6747  -3.8994  -0.0521
H  0.1696  -3.0219  1.9952
H  -2.4245  -1.9087  -0.1308
H  -0.4075  -0.3381  -0.5300
H  -0.8457  1.9456  0.4419
H  -0.9118  1.1450  2.9482
H  1.4672  -0.1944  1.6847
H  2.5429  2.0855  2.0959
H  1.0289  2.5487  -0.4377
H  2.7467  2.5241  -0.0604
H  1.9332  0.9926  -0.2215
H  -0.2683  -1.2987  3.0854
C  -8.8250  3.9770  6.6286
O  -8.7202  3.1265  5.4742
P  -7.4778  3.3765  4.4511
O  -7.3909  4.8539  4.3038
O  -8.2071  2.6365  3.2340
C  -9.2899  3.3068  2.5894
O  -6.0214  2.8270  3.9510
C  -4.9173  3.1066  4.8359
H  -9.4489  3.4654  7.3584
H  -7.8523  4.1789  7.0706
H  -9.3008  4.9125  6.3436
H  -9.2164  4.3881  2.7006
H  -10.2372  2.9601  3.0024
H  -9.2502  3.0555  1.5318
H  -5.1952  2.9305  5.8748
H  -4.5949  4.1399  4.7106
H  -4.0966  2.4411  4.5762
C  -1.0307  0.5148  -8.8053
O  -1.2298  -0.2549  -7.6058
P  -0.2725  0.0602  -6.3290
O  1.0931  0.2159  -6.8954
O  -0.5424  -1.3711  -5.6562
C  0.0764  -2.5137  -6.2451
O  -0.1946  0.7685  -4.8591
C  -0.0826  2.2062  -4.8601
H  -1.9421  0.4457  -9.3950
H  -0.8274  1.5597  -8.5847
H  -0.2047  0.0905  -9.3710
H  0.9796  -2.2447  -6.7919
H  -0.6242  -3.0084  -6.9178
H  0.3400  -3.1984  -5.4410
H  -0.7454  2.6623  -5.5948
H  0.9471  2.4929  -5.0702
H  -0.3642  2.5630  -3.8713